1.
This record from the Open Molecules 2025 dataset describes a structure of composition C14H22CaClF7ILiMgNO13PS5 at a distorted geometry. The level of theory is ωB97M-V with the def2-TZVPD basis set.

The geometry in ORCA input format:
```
! RIJCOSX wB97M-V def2-TZVPD def2/J DEFGRID3
* xyz 0 1
C 3.543 -2.370 1.598
C 4.216 -1.074 1.108
I 4.430 0.247 2.828
C 3.402 -0.330 0.014
O 2.149 -1.028 -0.354
P 0.876 -0.529 0.369
O 1.109 0.043 1.739
O 0.103 0.620 -0.536
O -0.165 -1.676 0.477
S -0.046 -2.934 -0.688
H 3.107 -2.943 0.779
H 2.771 -2.113 2.319
H 4.326 -2.988 2.037
H 5.227 -1.249 0.754
H 4.023 -0.353 -0.881
H 3.265 0.736 0.233
H 0.389 1.439 -0.134
H 1.011 -3.690 -0.298
Mg 1.632 0.951 3.382
C 4.055 4.070 -1.983
F 3.064 4.956 -1.721
F 3.472 3.039 -2.647
F 4.880 4.663 -2.844
S 4.929 3.502 -0.452
O 3.877 2.882 0.351
O 5.448 4.712 0.120
O 5.903 2.558 -0.908
F 7.478 1.851 0.524
N -4.323 -1.802 0.103
S -3.606 -1.665 -1.294
O -4.157 -0.725 -2.204
O -3.044 -2.855 -1.850
F -2.271 -0.879 -0.794
S -5.752 -2.473 0.002
O -6.522 -2.293 1.196
O -5.808 -3.756 -0.613
F -6.511 -1.548 -1.018
Ca -0.382 2.378 1.351
C -8.410 2.412 3.674
C -8.584 0.899 3.775
C -8.437 0.318 2.367
S -7.359 1.424 1.454
O -8.153 2.095 0.330
O -6.117 0.773 1.213
C -7.183 2.627 2.800
H -8.289 2.872 4.653
H -9.289 2.855 3.199
H -7.807 0.487 4.423
H -9.546 0.630 4.207
H -7.978 -0.670 2.374
H -9.396 0.279 1.850
H -7.121 3.629 2.401
H -6.267 2.376 3.333
C 5.359 -2.320 -3.577
C 6.502 -3.085 -3.399
C 7.663 -2.473 -2.945
C 7.694 -1.120 -2.662
C 6.553 -0.360 -2.838
C 5.386 -0.956 -3.298
H 4.448 -2.784 -3.933
H 6.485 -4.148 -3.612
H 8.571 -3.057 -2.803
H 8.602 -0.652 -2.304
H 6.578 0.701 -2.609
H 4.495 -0.356 -3.438
F -7.802 1.107 -1.609
Li 10.021 -4.210 -3.097
Cl -6.715 3.332 0.003
*
```

Atom charges from the Löwdin analysis, given in e for atoms 1 to 4: -0.152, -0.603, 1.013, -0.193

2.
This record from the Open Molecules 2025 dataset describes the molecule C3H6N2OS at a distorted geometry. The level of theory is ωB97M-V with the def2-TZVPD basis set.

Calculated values
SMILES string = NC/C=N\OC=S

The geometry in ORCA input format:
```
! RIJCOSX wB97M-V def2-TZVPD def2/J DEFGRID3
* xyz 0 1
N -2.727 -0.918 -0.291
C -2.385 0.283 0.500
C -1.289 1.088 -0.137
N -0.068 0.802 -0.229
O 0.133 -0.534 0.146
C 1.457 -0.869 0.141
S 2.640 0.189 -0.034
H -1.869 -1.357 -0.629
H -3.224 -0.627 -1.122
H -3.298 0.891 0.622
H -2.086 -0.058 1.481
H -1.536 2.103 -0.445
H 1.578 -1.903 0.089
*
```

Atom charges from the Löwdin analysis, given in e for atoms 1 to 4: 0.002, -0.242, -0.131, 0.029

3.
This record from the Open Molecules 2025 dataset describes the molecule C3H4N2O at a distorted geometry. The level of theory is ωB97M-V with the def2-TZVPD basis set.

Calculated values
SMILES string = Oc1cn[nH]c1

The geometry in ORCA input format:
```
! RIJCOSX wB97M-V def2-TZVPD def2/J DEFGRID3
* xyz 0 1
O -1.822 -0.150 -0.894
C -0.809 -0.195 0.044
C 0.116 -1.252 0.219
N 1.321 -0.766 0.476
N 1.151 0.567 0.572
C -0.129 0.948 0.360
H -1.240 0.035 -1.650
H -0.041 -2.321 0.137
H 1.938 1.168 0.389
H -0.485 1.968 0.347
*
```

Atom charges from the Löwdin analysis, given in e for atoms 1 to 4: 0.010, -0.339, -0.103, 0.028

4.
This record from the Open Molecules 2025 dataset describes a cluster of 2 separate species, C2HI3 in total at a distorted geometry. The level of theory is ωB97M-V with the def2-TZVPD basis set.

Calculated values
SMILES string = C#CI.II

The geometry in ORCA input format:
```
! RIJCOSX wB97M-V def2-TZVPD def2/J DEFGRID3
* xyz 0 1
C 0.452 -0.688 -1.055
C 0.601 -1.628 -0.328
I 0.321 -3.090 0.999
H 0.330 0.295 -1.390
I -0.377 3.806 0.766
I -1.328 1.304 1.007
*
```

Atom charges from the Löwdin analysis, given in e for atoms 1 to 4: -0.122, -0.855, 0.857, -0.019

5.
This record from the Open Molecules 2025 dataset describes a structure of composition C23H24N9O3PdS at a distorted geometry. The level of theory is ωB97M-V with the def2-TZVPD basis set.

The geometry in ORCA input format:
```
! RIJCOSX wB97M-V def2-TZVPD def2/J DEFGRID3
* xyz 1 1
Pd 0.612 -0.516 -0.335
O -5.420 2.359 -2.003
C -4.233 3.117 -2.091
C -3.079 2.276 -1.625
C -1.802 2.815 -1.548
C -0.758 2.006 -1.166
N -0.926 0.721 -0.846
C -2.159 0.190 -0.887
C -3.248 0.941 -1.289
C -2.271 -1.233 -0.493
C -3.478 -1.886 -0.316
C -3.481 -3.239 -0.011
C -4.778 -4.002 0.121
O -5.910 -3.172 0.245
C -2.259 -3.885 0.129
C -1.098 -3.158 -0.023
N -1.106 -1.859 -0.326
H -6.153 2.874 -2.353
H -4.281 4.020 -1.475
H -4.032 3.432 -3.120
H -1.614 3.854 -1.791
H 0.248 2.386 -1.120
H -4.235 0.509 -1.357
H -4.421 -1.369 -0.412
H -4.703 -4.719 0.941
H -4.921 -4.579 -0.794
H -5.966 -2.836 1.146
H -2.206 -4.941 0.364
H -0.126 -3.619 0.093
C 5.347 -2.882 0.853
N 3.911 -2.612 0.857
C 3.034 -2.902 1.886
C 1.822 -2.459 1.486
N 1.943 -1.920 0.216
C 3.222 -2.009 -0.112
H 5.528 -3.914 1.141
H 5.855 -2.221 1.550
H 5.738 -2.720 -0.148
H 3.354 -3.380 2.795
H 0.884 -2.482 2.014
H 3.655 -1.681 -1.042
C 4.728 2.441 -2.330
N 3.825 2.716 -1.216
C 3.936 3.772 -0.318
C 2.935 3.641 0.569
N 2.222 2.515 0.198
C 2.772 1.947 -0.883
S 2.252 0.559 -1.767
H 5.319 3.330 -2.526
H 4.152 2.184 -3.214
H 5.388 1.611 -2.087
H 4.710 4.514 -0.401
H 2.659 4.247 1.415
H 1.439 2.110 0.722
O 0.955 0.215 1.843
N 0.238 1.286 1.978
C -0.390 1.419 3.109
C -1.192 2.609 3.267
N -1.847 3.547 3.379
C -0.328 0.417 4.144
N -0.260 -0.387 4.964
*
```

Atom charges from the Löwdin analysis, given in e for atoms 1 to 4: 0.807, -0.044, -0.196, -0.148

Number 1: Kohn-Sham gap 1.819 eV, HOMO -5.255 eV, DFT total energy -6253.515506 hartree. Number 2: Kohn-Sham gap 8.910 eV, HOMO -8.797 eV, DFT total energy -700.752066 hartree. Number 3: Kohn-Sham gap 9.908 eV, HOMO -9.120 eV, DFT total energy -301.405534 hartree. Number 4: Kohn-Sham gap 7.418 eV, HOMO -9.260 eV, DFT total energy -969.808151 hartree. Number 5: Kohn-Sham gap 7.419 eV, HOMO -10.640 eV, DFT total energy -2135.220142 hartree.